Entry 1:
Density functional theory data (the ωB97M-V functional and the def2-TZVPD basis) for a cluster of 9 separate species, C10H38N16O10 in total at a distorted geometry.

```
74
Properties=species:S:1:pos:R:3:mulliken_charge:R:1
C -17.4106 -5.5723 0.7625 0.59
O -17.8698 -5.7025 1.9071 -0.74
N -16.1584 -6.0930 0.3757 -0.35
N -18.1308 -4.9333 -0.1949 -0.33
H -15.7672 -6.7860 0.9647 0.21
H -16.0600 -6.3353 -0.6000 0.18
H -17.6481 -4.7626 -1.0831 0.22
H -18.7888 -4.3127 0.2252 0.20
C -15.0732 -4.6514 -2.8542 0.73
O -15.8542 -5.5602 -2.4991 -0.83
N -14.8488 -4.2432 -4.1156 -0.43
N -14.2424 -4.0709 -1.9774 -0.26
H -15.5779 -4.5532 -4.7306 0.05
H -14.4187 -3.3772 -4.2920 0.37
H -14.1827 -4.4294 -0.9930 0.16
H -13.6414 -3.3132 -2.2653 0.14
C -23.5334 0.0553 -1.6921 0.64
O -23.4535 0.1585 -0.4479 -0.80
N -22.4924 -0.4365 -2.3687 -0.26
N -24.6793 0.1871 -2.3641 -0.42
H -21.5666 -0.5216 -1.9064 0.15
H -22.5626 -0.6504 -3.3661 0.19
H -24.7807 -0.2840 -3.1979 0.16
H -25.5094 0.5182 -1.8573 0.26
C -17.8881 -5.4456 -5.4573 0.56
O -17.4279 -4.2877 -5.3767 -0.78
N -18.8005 -5.7080 -6.4295 -0.50
N -17.4797 -6.4547 -4.7317 -0.28
H -19.0773 -4.9420 -6.9773 0.25
H -19.5952 -6.3247 -6.3574 0.22
H -16.9503 -6.1993 -3.8861 0.33
H -17.7458 -7.4037 -4.8134 0.17
C -18.4994 -2.1411 2.5940 0.18
O -18.5693 -2.4534 1.3982 -0.55
N -18.5761 -3.0039 3.6111 -0.40
N -18.2785 -0.7987 2.8320 -0.27
H -18.4444 -3.9865 3.3313 0.32
H -18.2993 -2.6631 4.5246 0.19
H -18.5301 -0.0817 2.1250 0.14
H -18.0252 -0.4788 3.8069 0.19
C -20.3799 1.0989 0.7849 0.63
O -19.2136 1.5098 0.9153 -0.85
N -20.5917 -0.2172 0.6338 -0.05
N -21.4285 1.9312 0.5574 -0.37
H -21.5975 -0.5465 0.7655 0.26
H -19.9285 -1.0302 0.6758 -0.03
H -22.3059 1.4653 0.3410 0.26
H -21.3684 2.7999 1.0526 0.26
C -14.1262 -2.5361 1.3289 0.54
O -13.1388 -3.1232 0.8171 -0.68
N -14.1593 -1.1104 1.5831 -0.55
N -15.2544 -3.1551 1.7519 -0.12
H -14.9797 -0.6861 1.1632 0.21
H -13.3733 -0.4884 1.3093 0.28
H -15.9146 -2.6776 2.3120 0.18
H -15.3960 -4.1354 1.5936 0.17
C -15.5412 -0.9411 -4.4112 0.48
O -14.5629 -1.6608 -4.4884 -0.73
N -16.8013 -1.4353 -4.4461 -0.11
N -15.4002 0.4477 -4.3391 -0.50
H -17.4724 -0.9000 -4.8987 0.28
H -16.8281 -2.3757 -4.7617 0.17
H -14.4665 0.5595 -4.1068 0.27
H -16.1036 1.0374 -3.9006 0.26
C -18.2634 -0.3086 -1.8545 0.13
C -17.1798 -0.6499 -0.8056 0.93
O -16.8178 0.5087 -0.0818 -0.69
O -19.0216 -1.5173 -2.1793 -0.52
H -18.0703 0.3167 -2.7247 0.13
H -19.0384 0.1850 -1.2154 -0.41
H -16.2190 -1.0805 -1.1551 0.24
H -17.6186 -1.4799 -0.1992 -0.43
H -17.6529 0.9342 0.2457 0.49
H -18.4544 -1.9670 -2.8753 0.25
```

Properties
frontier orbital gap	0.35060	Ha
multiplicity	1
energy	-2032.66603	Eh
energy relative to the best compared isomer or geometry (same formula, charge and spin)	0.658	eV
highest occupied orbital energy	-0.340	hartree
SMILES	NC(N)=O.NC(N)=O.NC(N)=O.NC(N)=O.NC(N)=O.NC(N)=O.NC(N)=O.NC(N)=O.OCCO

Entry 2:
Density functional theory data (the ωB97M-V functional and the def2-TZVPD basis) for a structure of composition C23H43Cl2FN3O4SiY at a distorted geometry.

```
78
Properties=species:S:1:pos:R:3:mulliken_charge:R:1
C 1.2186 0.4150 -4.8679 -1.54
C 0.1129 1.1340 -4.1123 0.64
H 1.1589 0.5693 -5.9469 0.40
H 1.1433 -0.6629 -4.6699 0.12
H 2.1941 0.7538 -4.4970 0.31
C -1.0502 1.4723 -4.7247 -0.11
C -1.4636 0.9566 -6.0605 -1.61
H -1.6167 2.3027 -4.3284 0.41
H -1.4276 -0.1400 -6.1299 0.25
H -0.8312 1.3610 -6.8691 0.35
H -2.4960 1.2598 -6.2782 0.40
Y 0.1383 -1.1823 2.2782 1.28
Cl 0.3989 -3.5868 3.1532 -0.62
C -0.3635 2.1478 2.1112 0.16
O -0.5450 0.9079 1.9863 -0.42
N -1.3369 2.9832 2.4524 0.45
C -2.6932 2.4790 2.6577 -0.93
C -1.1070 4.3937 2.7515 -0.89
H 0.6313 2.5802 1.9358 0.36
H -2.6684 1.3929 2.5483 0.16
H -3.3608 2.9199 1.9049 0.28
H -3.0217 2.7660 3.6643 0.37
H -0.0558 4.6518 2.5852 0.28
H -1.3623 4.6101 3.7987 0.32
H -1.7285 5.0390 2.1174 0.30
H 1.3002 -2.4121 7.3510 0.34
H 4.0304 -1.7793 6.5734 0.34
C 1.2497 -2.6729 6.2851 -0.95
C 3.5916 -2.1617 5.6444 -0.92
N 2.1766 -1.8245 5.5425 0.26
H 0.2424 -2.5583 5.8840 0.30
C 1.7738 -0.8210 4.7719 0.23
O 0.5663 -0.5450 4.5026 -0.75
H 4.1280 -1.7289 4.7953 0.32
H 2.6066 -0.2644 4.2998 0.37
H 1.5854 -3.7092 6.1735 0.32
H 3.7241 -3.2465 5.6550 0.31
H -1.1827 -2.1836 -2.3323 0.14
H -3.5943 -0.0159 -2.8115 0.29
C -2.1349 -2.4456 -1.8434 -0.84
C -3.9231 -0.7199 -2.0295 -0.91
N -2.7797 -1.2556 -1.2697 0.28
H -1.9684 -3.2019 -1.0673 0.34
C -2.5083 -0.8009 -0.0281 0.18
O -1.8776 -1.4102 0.8627 -0.82
H -4.6051 -0.2007 -1.3411 0.30
H -2.9225 0.2180 0.1375 0.28
H -2.8190 -2.8202 -2.6112 0.34
H -4.4400 -1.5553 -2.5200 0.45
O 0.2646 0.1999 -2.5254 -0.53
C 0.3819 1.5416 -2.6632 -0.25
C -1.8793 2.1156 -1.6272 0.38
C -0.5486 2.4449 -1.8590 0.22
H -2.2503 1.1342 -1.9433 0.37
C -2.7674 3.0281 -1.0450 -0.76
H 1.4075 1.9268 -2.5824 0.21
C -0.0726 3.6557 -1.3236 -0.79
H -3.8291 2.7806 -0.9324 0.43
C -2.3093 4.2887 -0.6311 -0.72
C -0.9390 4.5774 -0.7274 -0.62
H 0.9832 3.9014 -1.4237 0.37
H -3.0111 5.0248 -0.2169 0.48
H -0.5590 5.5377 -0.3671 0.47
Si 2.5983 -2.8081 -0.7542 0.39
Cl 0.7162 -1.7048 -0.1899 0.21
C 2.1409 -4.6120 -0.4255 -1.06
C 3.8027 -2.2267 0.5406 -0.87
C 3.2205 -2.6236 -2.4743 -0.90
H 1.2753 -4.7414 0.2325 0.30
H 3.0018 -5.1209 0.0382 0.33
H 1.9294 -5.1180 -1.3795 0.32
H 2.5369 -3.1036 -3.1874 0.29
H 4.1921 -3.1409 -2.5011 0.38
H 3.3529 -1.5628 -2.7312 0.22
H 3.9550 -1.1460 0.4844 0.26
H 4.7619 -2.7447 0.4180 0.43
H 3.4408 -2.4284 1.5546 0.13
F 2.1165 -0.4840 2.1577 -0.64
```

Properties
frontier orbital gap	0.18305	Ha
multiplicity	1
energy	-2715.67157	Eh
highest occupied orbital energy	-0.175	hartree